Density functional theory data (wB97M-V/def2-TZVPD) for a structure of composition C48H57F11N6O7PTi in a non-equilibrium geometry.

Output
- HOMO level (alpha / beta) (eV) = -2.8 / -5.9
- multiplicity = 3
- Kohn-Sham gap (alpha / beta) (eV) = 5.0 / 7.8
- F_max (eV/A) = 1.05
- electronic energy (eV) = -136279.7816
- expectation value of S² = 2.039
- charge = -1

```
131
Properties=species:S:1:pos:R:3:forces:R:3:mulliken_charge:R:1
Ti 0.071 0.414 -0.845 0.844 0.303 -0.544 -0.917
C -5.868 4.254 1.095 -0.013 -0.017 -0.006 -0.751
C -6.121 3.183 0.040 -0.001 0.017 0.026 -1.121
N -5.023 2.241 -0.073 0.013 0.031 0.019 0.274
C -4.020 2.522 -0.976 0.000 0.017 -0.040 -0.395
C -2.891 1.767 -1.075 -0.020 0.016 0.063 0.517
C -1.888 2.151 -2.117 0.094 -0.164 -0.180 -0.194
O -2.021 3.167 -2.771 0.009 -0.058 -0.021 -0.771
O -0.895 1.304 -2.288 -0.230 0.258 0.096 -0.376
C -2.712 0.666 -0.216 -0.067 -0.070 0.053 0.378
O -1.591 -0.067 -0.194 -0.108 -0.200 0.096 -0.076
C -3.728 0.373 0.746 0.036 -0.039 0.038 0.411
C -3.606 -0.682 1.655 0.044 0.025 -0.024 -0.355
C -4.579 -0.903 2.606 0.046 -0.025 -0.001 0.477
F -4.436 -2.005 3.398 0.069 -0.065 -0.043 -0.565
C -5.681 -0.077 2.779 -0.008 0.118 0.003 -0.432
C -5.802 0.981 1.852 -0.040 -0.058 0.005 0.174
C -4.877 1.198 0.843 -0.049 -0.069 -0.035 -0.313
N -6.647 -0.284 3.773 -0.061 -0.052 -0.041 0.048
C -7.976 0.273 3.588 0.049 -0.005 0.019 -0.853
C -8.165 1.704 3.971 0.028 -0.007 -0.024 -1.030
N -7.490 0.724 6.739 -0.003 -0.012 -0.006 -0.480
C -6.175 0.430 6.164 -0.010 -0.006 -0.028 -0.290
C -6.254 -0.679 5.111 0.069 0.027 0.071 -0.292
H -6.716 4.938 1.163 -0.002 0.001 -0.001 0.415
H -4.977 4.829 0.838 0.003 0.002 0.004 0.333
H -5.706 3.806 2.076 -0.005 0.007 -0.003 0.018
H -6.249 3.645 -0.940 0.006 -0.001 0.003 0.501
H -7.042 2.636 0.250 -0.004 -0.001 -0.016 0.430
H -4.166 3.373 -1.624 -0.008 -0.007 -0.006 0.473
H -2.737 -1.324 1.613 -0.009 -0.003 0.004 0.113
H -6.639 1.651 1.959 -0.017 0.015 0.002 0.455
H -8.676 -0.339 4.166 0.013 -0.007 0.014 0.466
H -8.241 0.123 2.532 -0.019 -0.012 0.007 0.492
H -9.101 2.038 4.392 -0.018 0.002 -0.014 0.300
H -7.350 2.410 3.908 0.018 -0.002 0.018 0.372
H -7.798 -0.054 7.312 0.001 0.013 0.001 0.219
H -7.449 1.538 7.339 -0.006 -0.001 0.001 0.219
H -5.443 0.124 6.924 0.007 0.007 -0.013 0.436
H -5.788 1.337 5.694 -0.002 0.002 0.007 -0.073
H -6.946 -1.451 5.476 -0.023 0.018 -0.012 0.671
H -5.277 -1.149 5.047 -0.061 0.012 0.034 -0.405
O 0.345 -0.068 2.685 0.127 -0.026 0.032 0.012
P -0.452 -0.155 3.924 -0.159 -0.037 0.036 -2.379
N 0.347 0.113 5.372 0.004 -0.017 -0.056 -0.072
C 0.774 1.499 5.644 -0.018 0.020 0.021 0.014
C 2.015 1.344 6.517 -0.008 -0.008 0.000 -0.826
C 2.647 0.064 5.975 0.016 -0.009 -0.008 -0.158
C 1.434 -0.825 5.713 0.002 0.025 0.015 -0.360
N -1.629 0.989 3.944 0.032 0.026 -0.069 1.438
C -1.672 2.049 2.914 -0.048 0.004 -0.026 0.713
C -2.900 2.870 3.308 0.021 0.027 0.006 0.515
C -2.994 2.672 4.822 0.010 -0.007 -0.024 -1.011
C -2.632 1.197 4.977 -0.019 -0.050 0.012 0.310
N -1.065 -1.678 4.131 0.050 0.081 0.054 1.563
C -0.611 -2.796 3.290 -0.003 -0.021 -0.043 0.398
C -0.790 -4.015 4.192 -0.021 -0.008 -0.023 -0.920
C -1.979 -3.625 5.070 0.023 0.008 -0.003 -0.700
C -1.718 -2.147 5.352 0.026 -0.036 -0.010 -0.149
H -0.022 2.056 6.143 0.003 -0.002 -0.010 0.007
H 1.022 2.025 4.716 0.005 0.013 -0.008 -0.072
H 1.725 1.205 7.562 0.000 0.002 0.002 0.345
H 2.672 2.211 6.457 0.003 0.002 0.003 0.397
H 3.361 -0.392 6.662 0.007 -0.006 -0.008 0.478
H 3.159 0.271 5.033 -0.018 0.003 0.029 -0.260
H 1.170 -1.403 6.606 0.003 0.006 0.007 0.378
H 1.618 -1.530 4.899 -0.012 -0.016 -0.005 0.150
H -1.763 1.627 1.916 0.050 0.017 0.032 -0.906
H -0.762 2.649 2.927 -0.025 -0.002 0.027 -0.265
H -3.792 2.467 2.820 0.072 0.002 0.088 -0.884
H -2.791 3.915 3.019 -0.014 0.006 -0.017 0.641
H -3.977 2.906 5.234 -0.013 0.016 0.004 0.418
H -2.250 3.293 5.328 -0.002 -0.002 0.010 0.338
H -3.521 0.579 4.793 -0.010 -0.035 0.008 -0.849
H -2.241 0.942 5.965 0.017 0.032 0.016 0.573
H 0.418 -2.651 2.963 -0.017 0.021 -0.025 -0.364
H -1.220 -2.880 2.385 -0.029 -0.008 0.025 0.035
H 0.103 -4.161 4.806 -0.005 0.011 0.009 0.292
H -0.960 -4.928 3.621 0.020 -0.005 0.002 0.453
H -2.058 -4.214 5.984 -0.002 -0.001 0.000 0.476
H -2.906 -3.732 4.506 -0.026 0.000 -0.009 0.103
H -1.062 -2.028 6.224 -0.022 0.020 0.001 0.461
H -2.639 -1.596 5.548 -0.035 0.001 0.000 -0.353
F 2.754 -2.162 -2.708 0.055 0.066 -0.043 -0.280
C 3.079 -0.992 -3.273 0.029 -0.024 0.023 -0.049
F 3.679 -1.266 -4.448 -0.020 0.008 0.062 -0.317
F 3.990 -0.402 -2.495 -0.042 -0.065 -0.034 -0.121
C 1.813 -0.077 -3.417 0.097 -0.038 -0.013 1.283
O 1.530 0.452 -2.217 -0.384 -0.007 0.311 1.415
C 0.638 -0.946 -3.994 -0.007 -0.057 -0.009 -0.043
F -0.036 -1.526 -2.986 -0.005 0.084 -0.135 -0.177
F 1.080 -1.929 -4.798 -0.059 0.039 0.011 -0.312
F -0.235 -0.227 -4.702 0.020 -0.037 0.085 -0.281
C 2.130 1.046 -4.455 -0.007 0.046 -0.008 0.102
F 1.204 1.996 -4.441 0.087 -0.026 0.047 -0.142
F 2.208 0.566 -5.714 -0.009 0.036 0.064 -0.309
F 3.313 1.623 -4.179 -0.072 -0.017 -0.008 -0.237
C 6.689 1.951 -1.154 -0.013 -0.002 -0.001 -1.492
C 5.313 2.215 -0.605 0.010 0.004 0.011 0.620
C 4.949 1.771 0.660 0.016 0.034 0.007 -0.750
C 3.663 1.962 1.156 0.011 -0.028 -0.049 0.103
C 3.275 1.465 2.523 0.021 -0.013 -0.064 -0.800
C 2.731 2.600 0.341 0.036 -0.244 0.241 0.852
C 3.072 3.083 -0.921 -0.039 0.041 -0.037 0.771
C 2.048 3.799 -1.756 0.001 0.012 -0.039 -1.295
C 4.369 2.888 -1.372 -0.002 0.000 0.011 -0.532
C 1.306 2.719 0.803 -0.037 0.295 -0.418 -0.254
O 0.908 3.605 1.520 0.040 -0.116 0.173 -0.712
O 0.502 1.810 0.272 0.026 -0.038 0.078 -0.158
H 7.366 1.603 -0.374 0.004 0.000 0.000 0.385
H 7.115 2.851 -1.601 0.002 -0.002 -0.002 0.375
H 6.649 1.186 -1.932 0.004 -0.004 -0.001 0.269
H 5.680 1.256 1.276 0.002 -0.004 0.001 0.297
H 4.134 1.013 3.021 0.003 0.000 -0.009 0.476
H 2.470 0.726 2.466 -0.001 0.029 0.012 0.074
H 2.911 2.291 3.137 0.001 0.006 0.026 0.333
H 1.596 4.619 -1.194 0.001 -0.002 -0.009 0.384
H 1.243 3.128 -2.059 0.000 -0.009 -0.026 -0.177
H 2.499 4.207 -2.659 0.002 -0.005 -0.011 0.439
H 4.643 3.248 -2.358 -0.006 0.001 -0.009 0.308
F 3.018 -4.652 1.315 0.010 -0.009 -0.009 -0.427
C 2.359 -3.575 0.803 0.010 0.031 0.016 0.207
C 1.050 -3.728 0.402 -0.010 -0.002 -0.008 -1.119
C 0.381 -2.612 -0.092 -0.030 -0.002 -0.027 -0.608
C 1.010 -1.377 -0.222 -0.304 -0.037 0.128 2.139
C 2.344 -1.284 0.174 -0.011 -0.029 -0.023 0.069
C 3.026 -2.371 0.705 0.017 -0.017 0.027 -1.313
H 0.568 -4.695 0.491 -0.001 -0.001 0.008 0.391
H -0.659 -2.722 -0.384 0.004 0.015 0.005 0.402
H 2.887 -0.353 0.046 -0.002 0.036 0.029 0.194
H 4.060 -2.299 1.018 0.000 -0.004 0.000 0.532
```
Forces are in eV/Å.